The following is a quantum chemistry calculation of the molecule C4H7NO at a distorted geometry, from OMol25.

Computed properties:
molecular weight = 85.106 g mol⁻¹
SMILES = C1NC12COC2
gap between HOMO and LUMO = 0.37693 Eh
E_HOMO = -9.16 eV
total charge = 0
energy relative to the best compared isomer or geometry (same formula, charge and spin) = 379.2 kJ/mol

Cartesian coordinates (Å):
H1 -1.492 -0.461 1.658
H2 0.071 1.847 1.152
H3 1.979 -0.821 0.412
N1 -0.895 -0.813 0.929
C1 -0.114 -0.080 0.005
H4 -1.036 -2.180 -0.593
C2 -1.191 -1.102 -0.440
C3 0.208 1.473 0.125
H5 -0.141 2.266 -0.557
H6 -1.997 -0.753 -1.088
O1 1.598 1.206 -0.060
H7 1.598 -0.433 -1.310
C4 1.386 -0.192 -0.259